1.
{"formula": "C2H9OS", "method": "ωB97M-V/def2-TZVPD", "symbols": ["O", "H", "H", "H", "C", "S", "C", "H", "H", "H", "H", "H", "H"], "xyz": [[-2.535175, 0.386110, 1.950181], [-3.334512, -0.224768, 1.878306], [-2.643648, 0.830770, 2.843132], [1.548967, -1.508512, -0.900543], [-0.348853, -0.231840, -1.690206], [0.780094, -0.569036, -0.308013], [1.673477, 0.914724, 0.206402], [0.121432, -0.655862, -2.582156], [-1.304421, -0.697824, -1.504978], [-0.405886, 0.838571, -1.796320], [0.923952, 1.656604, 0.470048], [2.218180, 1.290303, -0.669893], [2.411321, 0.582827, 0.941053]], "forces_ev_per_a": [[-0.7, -0.2, 0.4], [0.3, 0.1, -0.1], [0.2, 0.1, -0.1], [0.6, 0.5, 0.2], [1.0, 0.0, -0.4], [-1.3, -0.6, 0.5], [1.0, -0.3, -1.7], [-0.2, 0.1, 0.1], [-0.2, -0.1, 0.2], [-0.2, 0.4, -0.1], [0.0, -0.2, 0.5], [0.0, 0.0, 0.2], [-0.4, 0.3, 0.3]], "lowdin_spin": [0.859, 0.008, 0.008, 0.005, 0.012, 0.082, 0.013, 0.003, 0.003, 0.001, 0.000, 0.006, 0.000], "gap_ev": [11.83, 3.55], "relative_energy_kj_mol": 0.0, "total_charge": 2, "multiplicity": 2}

2.
{"formula": "C16H26MnN4O6S", "method": "ωB97M-V/def2-TZVPD", "symbols": ["Mn", "O", "C", "O", "C", "C", "N", "N", "C", "C", "O", "O", "H", "H", "H", "C", "O", "C", "O", "H", "H", "H", "C", "C", "C", "C", "N", "C", "S", "N", "C", "C", "C", "C", "H", "H", "H", "H", "H", "H", "H", "H", "H", "H", "H", "H", "H", "H", "H", "H", "H", "H", "H", "H"], "xyz": [[0.395037, -1.265896, 2.189561], [2.734185, -4.421794, -2.154477], [3.653872, -3.965934, -1.363741], [4.846325, -3.993074, -1.642512], [3.234077, -3.290352, -0.070232], [4.195420, -2.922029, 0.864397], [3.580907, -2.313090, 1.881457], [2.253546, -2.254175, 1.697331], [2.044564, -2.853959, 0.532715], [0.625200, -3.019847, 0.061643], [0.365447, -3.765746, -0.898451], [-0.287216, -2.372609, 0.760807], [1.837608, -4.291205, -1.725635], [5.258433, -3.106852, 0.804392], [3.948442, -1.950865, 2.736301], [0.017345, 0.686330, 6.040750], [0.772207, 0.398668, 4.819274], [0.329996, -0.526918, 4.005257], [-0.546347, -1.396503, 4.124003], [-0.054822, -0.196053, 6.668704], [-1.015528, 1.001786, 5.793085], [0.557689, 1.446410, 6.540613], [0.252163, 3.063537, -3.693759], [1.402882, 3.488085, -2.783592], [1.477956, 2.865651, -1.393862], [1.724642, 1.360383, -1.362845], [0.484113, 0.574494, -1.433923], [-0.337531, 0.427438, -0.393361], [0.204721, 0.886487, 1.189374], [-1.552215, 0.011699, -0.636710], [-2.612594, -0.311244, 0.288682], [-3.561836, 0.861312, 0.564016], [-4.264066, 1.353936, -0.709690], [-4.927548, 0.201250, -1.501220], [0.188171, 3.706181, -4.564459], [-0.698292, 3.110589, -3.175802], [0.418497, 2.065728, -4.034261], [1.296181, 4.559411, -2.578949], [2.312485, 3.331873, -3.392081], [0.581199, 3.116901, -0.815758], [2.268135, 3.369365, -0.859169], [2.275954, 1.095161, -0.445258], [2.313384, 1.022943, -2.252062], [0.166032, 0.365843, -2.370890], [-1.715718, -0.127725, -1.609166], [-2.065569, -0.696554, 1.103419], [-3.148672, -1.162469, -0.110978], [-3.058811, 1.691803, 1.061845], [-4.270663, 0.426752, 1.278264], [-3.522523, 1.871082, -1.348245], [-5.068965, 2.094917, -0.560272], [-4.210295, -0.523196, -1.889009], [-5.440566, 0.618769, -2.383454], [-5.657043, -0.346690, -0.852070]], "forces_ev_per_a": [[0.0, 0.1, -0.1], [-1.5, -0.2, 0.1], [2.3, 0.8, 0.1], [-1.7, 0.0, 0.6], [0.6, 0.0, 0.6], [0.2, -0.2, -0.4], [-0.3, 0.1, 0.0], [-0.1, -0.1, 0.0], [-0.8, -0.5, -1.0], [-1.2, -0.9, -0.9], [0.7, 1.4, 1.4], [1.1, -0.5, -0.5], [0.3, -0.2, -0.5], [-0.1, 0.2, 0.2], [0.4, 0.1, 0.2], [-1.3, -0.8, -0.3], [-0.7, -0.9, -0.8], [-0.1, 0.2, 1.0], [0.9, 1.1, -0.1], [0.2, -0.2, -0.1], [0.7, 0.0, -0.1], [0.5, 0.7, 0.3], [0.1, 0.4, 0.7], [-0.2, 0.6, -0.4], [-0.1, -0.2, -0.4], [0.6, -0.4, -0.5], [0.5, 0.2, 0.4], [0.3, 0.2, -0.3], [0.0, -0.1, 0.6], [-0.1, 0.0, -0.7], [-0.1, 0.6, -0.6], [-0.3, -0.4, 0.2], [-0.2, -0.4, -0.7], [-0.3, 0.3, 0.2], [0.0, 0.1, -0.1], [-0.3, 0.0, 0.1], [0.0, -0.9, -0.4], [0.2, 0.0, -0.4], [0.0, 0.2, 0.7], [-0.1, -0.2, -0.1], [0.5, 0.0, 0.2], [-0.3, -0.1, -0.5], [-0.2, 0.4, 0.8], [-0.2, 0.0, 0.2], [-0.5, -0.2, -0.6], [-0.1, -0.2, 1.6], [-0.1, -0.1, -0.2], [0.2, -0.1, 0.0], [-0.2, 0.3, -0.1], [-0.2, -0.2, 0.2], [0.6, -0.2, 0.5], [0.0, -0.1, 0.0], [0.0, -0.3, 0.4], [0.5, 0.4, -0.6]], "lowdin_spin": [4.099, 0.000, 0.000, 0.000, 0.001, 0.010, 0.004, 0.028, 0.011, 0.010, 0.015, 0.053, 0.000, 0.001, 0.000, -0.017, -0.039, -0.178, -0.032, -0.002, -0.001, -0.001, 0.000, 0.000, 0.000, 0.001, 0.000, 0.008, 0.021, 0.000, 0.002, 0.000, 0.000, 0.000, 0.000, 0.000, 0.000, 0.000, 0.000, 0.000, 0.000, 0.001, 0.000, 0.000, 0.000, 0.002, 0.000, 0.000, 0.000, 0.000, 0.000, 0.000, 0.000, 0.000], "gap_ev": [7.78, 9.14], "relative_energy_kj_mol": 0.0, "total_charge": 1, "multiplicity": 5}